No. 1
{"formula": "C2H2Br2", "method": "wB97M-V/def2-TZVPD", "symbols": ["C", "C", "Br", "Br", "H", "H"], "xyz": [[-0.008, -0.169, 0.851], [0.106, 0.143, -0.410], [1.517, 0.900, -1.324], [-1.550, -0.299, -1.903], [-0.888, -0.616, 1.274], [0.823, 0.040, 1.512]], "forces_ev_per_angstrom": [[-0.0632, -0.0029, 0.1320], [-1.9825, -0.5294, -2.3596], [0.0980, 0.0538, 0.0621], [2.1016, 0.5317, 2.2370], [-0.2231, -0.0988, -0.0774], [0.0692, 0.0456, 0.0059]], "lowdin_charge": [-0.123, -1.023, 0.700, 0.315, 0.063, 0.069], "total_charge": 0, "homo_ev": -10.096, "homo_lumo_gap_ev": 9.403, "smiles": "C=C(Br)Br"}


No. 2
{"formula": "C2H2Br3N", "method": "wB97M-V/def2-TZVPD", "symbols": ["C", "C", "N", "Br", "Br", "Br", "H", "H"], "xyz": [[0.287, 1.357, -0.211], [-0.658, -0.999, 0.158], [1.420, 1.696, -0.298], [0.010, -2.064, -1.414], [-2.560, -1.034, 0.154], [0.137, -1.577, 1.822], [-0.792, 1.631, -0.212], [2.155, 0.989, 0.002]], "forces_ev_per_angstrom": [[-3.7083, -2.0957, 0.4154], [1.6391, 1.2029, -0.9728], [1.9512, -0.9896, 0.8301], [-0.2250, 0.5235, 0.9766], [0.0593, 0.2051, 0.1545], [-0.1968, -0.0821, -0.3319], [1.2551, 0.2372, -0.3273], [-0.7748, 0.9988, -0.7445]], "lowdin_charge": [-0.024, -1.700, 0.124, 0.403, 0.507, 0.470, 0.086, 0.134], "total_charge": 0, "homo_ev": [-8.183, -8.019], "homo_lumo_gap_ev": [7.494, 7.063]}


No. 3
{"formula": "C2H2Br4S", "method": "wB97M-V/def2-TZVPD", "symbols": ["C", "C", "S", "Br", "Br", "Br", "Br", "H", "H"], "xyz": [[1.313, 0.072, 0.090], [-1.284, 0.712, -0.052], [1.157, -1.159, -1.036], [-1.871, 0.264, 1.788], [-2.095, -0.384, -1.365], [-1.407, 2.498, -0.512], [0.835, -2.799, 0.325], [1.789, 1.062, -0.300], [1.564, -0.266, 1.063]], "forces_ev_per_angstrom": [[-0.0367, 2.4720, -1.5238], [0.2698, -1.0330, 1.2048], [0.5017, -0.3241, -0.6869], [0.2836, 0.3309, -1.0408], [0.2499, -0.1837, 0.2501], [0.0878, 0.9433, 0.0692], [-0.1679, -0.4985, 0.0967], [-1.1057, -1.8924, 0.7010], [-0.0826, 0.1855, 0.9296]], "lowdin_charge": [-0.529, -1.736, 0.303, 0.483, 0.556, 0.587, 0.287, 0.073, -0.022], "total_charge": 0, "homo_ev": [-8.390, -7.822], "homo_lumo_gap_ev": [7.922, 6.745]}


No. 4
{"formula": "C2H2Br6CaF4O4P2Rb2", "method": "wB97M-V/def2-TZVPD", "symbols": ["Rb", "Rb", "Ca", "O", "P", "O", "F", "F", "O", "P", "O", "F", "F", "C", "Br", "Br", "Br", "H", "C", "Br", "Br", "Br", "H"], "xyz": [[6.913, -21.105, -12.079], [7.336, -16.626, -16.949], [3.441, -21.190, -15.172], [7.158, -19.309, -17.289], [6.782, -20.560, -16.609], [5.359, -20.979, -16.380], [7.435, -20.383, -15.165], [7.544, -21.771, -17.256], [3.703, -19.081, -14.855], [4.548, -18.015, -14.166], [5.439, -17.073, -14.866], [5.349, -18.828, -13.021], [3.540, -17.188, -13.337], [3.813, -13.697, -13.244], [3.478, -12.267, -11.926], [5.633, -14.403, -13.016], [3.786, -12.890, -15.056], [3.159, -14.552, -13.160], [1.270, -17.132, -11.188], [1.440, -19.107, -11.258], [2.788, -16.437, -10.164], [-0.399, -16.411, -10.551], [1.347, -16.826, -12.220]], "forces_ev_per_angstrom": [[0.3482, 0.2157, 0.1035], [-0.0763, 0.1811, -0.0033], [0.7841, 1.1050, -1.1933], [-0.6436, -0.6201, -0.0153], [1.0826, 1.1536, -1.2512], [-0.6977, -0.7404, 0.9016], [-0.1752, -1.0915, 0.2771], [-0.5594, 0.6407, 1.0722], [0.5483, -0.1496, 0.6968], [0.0478, 0.8721, -0.7642], [-0.3162, -1.5332, 0.1483], [-0.5074, 0.3093, -0.4493], [0.0486, -0.3611, 0.4054], [1.3076, 1.3892, -0.3544], [-0.0551, -1.1051, -0.6331], [-0.4272, 0.1371, 0.3201], [-0.4128, -0.5833, 0.7818], [-0.3543, 0.2510, 0.0174], [0.3530, 0.0879, 0.3063], [-0.3837, 0.4794, 0.0996], [-0.5435, -0.1221, -0.4492], [0.4032, -0.5736, -0.0532], [0.2289, 0.0582, 0.0361]], "lowdin_charge": [0.965, 1.005, 1.689, -0.411, 0.227, -0.460, -0.179, -0.067, -0.503, 0.247, -0.399, -0.230, -0.113, -1.497, 0.575, 0.551, 0.542, -0.048, -1.574, 0.505, 0.576, 0.653, -0.054], "total_charge": 2, "homo_ev": -13.820, "homo_lumo_gap_ev": 5.828}


No. 5
{"formula": "C2H2BrCl2NO3", "method": "wB97M-V/def2-TZVPD", "symbols": ["C", "C", "N", "O", "O", "O", "Cl", "Cl", "Br", "H", "H"], "xyz": [[-0.127, -0.420, -0.593], [-2.235, -0.790, -0.160], [0.440, -1.403, 0.284], [0.673, -2.505, -0.104], [0.676, -0.971, 1.428], [-0.135, 0.806, -0.193], [-2.870, -1.690, -1.473], [-2.331, -1.616, 1.285], [-2.770, 1.128, 0.176], [0.008, -0.643, -1.601], [0.136, 0.650, 0.819]], "forces_ev_per_angstrom": [[-3.9758, -0.7909, 0.5899], [2.4702, 1.6609, -0.8723], [0.9259, 1.4420, 1.6151], [-0.1751, -0.9919, -0.4442], [-0.2971, -0.2822, -0.5987], [2.7398, 0.6262, 2.8416], [-0.4738, 0.3091, -0.4633], [-0.2568, -0.9701, 1.5163], [-0.4660, -1.4639, -0.7039], [0.0817, -0.3650, -1.5911], [-0.5730, 0.8257, -1.8894]], "lowdin_charge": [-0.267, -1.575, -0.420, 0.127, 0.032, -0.098, 0.593, 0.640, 0.663, 0.134, 0.171], "total_charge": 0, "homo_ev": -9.415, "homo_lumo_gap_ev": 8.137}


No. 6
{"formula": "C2H2BrClO", "method": "wB97M-V/def2-TZVPD", "symbols": ["C", "C", "O", "Cl", "Br", "H", "H"], "xyz": [[-1.936, -0.424, 0.170], [2.084, 0.483, -0.211], [-1.861, -1.570, -0.034], [-3.132, 0.657, 0.605], [0.289, 0.851, 0.303], [2.436, -0.221, 0.388], [2.119, 0.223, -1.221]], "forces_ev_per_angstrom": [[2.0660, -1.2495, -0.5280], [-2.9323, 2.3994, -0.9426], [-0.8072, 0.1291, 0.1023], [-1.6648, 0.8145, 0.4547], [1.1025, 0.4819, -0.2576], [1.9671, -2.7251, 2.8704], [0.2687, 0.1497, -1.6992]], "lowdin_charge": [-0.957, -0.381, 0.025, 0.685, 0.756, -0.088, -0.041], "total_charge": 0, "homo_ev": [-8.122, -9.090], "homo_lumo_gap_ev": [7.366, 8.537]}


No. 7
{"formula": "C2H2BrClO2S", "method": "wB97M-V/def2-TZVPD", "symbols": ["C", "C", "O", "O", "S", "Cl", "Br", "H", "H"], "xyz": [[-0.400, 1.153, 0.213], [1.365, -1.141, 0.419], [-1.756, -0.560, -1.442], [0.290, -1.330, -0.172], [-0.425, -0.054, -1.250], [-0.099, 2.690, -0.373], [2.127, -2.724, 1.240], [-1.428, 1.266, 0.510], [0.325, 0.701, 0.855]], "forces_ev_per_angstrom": [[-1.5027, -1.7352, -1.2840], [1.4490, 1.2992, 0.3706], [-0.3844, 0.0940, -0.0676], [-0.8572, -1.8283, -0.5323], [0.4789, 0.5727, 1.0571], [1.3049, 2.4941, -0.9349], [-0.5195, -0.1423, -0.1712], [-0.3427, -1.1183, 0.7795], [0.3737, 0.3640, 0.7827]], "lowdin_charge": [-0.797, -0.642, -0.422, -0.396, 0.988, 0.633, 0.592, 0.044, -0.001], "total_charge": 0, "homo_ev": -9.047, "homo_lumo_gap_ev": 8.433}


No. 8
{"formula": "C2H2BrFO", "method": "wB97M-V/def2-TZVPD", "symbols": ["C", "C", "O", "F", "Br", "H", "H"], "xyz": [[1.555, 0.079, -1.736], [1.291, -0.180, -0.608], [-2.075, -0.078, 0.225], [1.263, -0.483, 0.605], [-2.000, 0.608, 1.718], [1.334, 0.497, -2.698], [-1.368, -0.442, 2.494]], "forces_ev_per_angstrom": [[-0.7455, 0.7637, -1.4589], [0.5045, 0.0393, -0.3379], [-0.0306, -3.7477, -6.6680], [-0.2389, -0.5034, 1.7025], [0.0016, 4.2020, 7.3086], [0.4699, -0.3033, 0.0961], [0.0391, -0.4506, -0.6424]], "lowdin_charge": [0.097, -0.288, -0.689, 0.134, 0.840, 0.034, -0.127], "total_charge": 0, "homo_ev": [-6.214, -10.540], "spin_multiplicity": 3, "homo_lumo_gap_ev": [6.554, 8.677]}


No. 9
{"formula": "C2H2BrI", "method": "wB97M-V/def2-TZVPD", "symbols": ["C", "C", "Br", "I", "H", "H"], "xyz": [[0.855, 0.216, 0.003], [-0.290, -0.394, 0.045], [-0.873, -2.114, -0.011], [-2.412, 1.346, -0.012], [0.936, 1.288, 0.033], [1.784, -0.343, -0.057]], "forces_ev_per_angstrom": [[0.4296, 0.0861, 0.0397], [-2.2817, 1.7415, -0.2125], [0.0172, -0.1446, 0.0353], [2.0360, -1.6696, 0.1088], [-0.1215, 0.1549, -0.0232], [-0.0795, -0.1683, 0.0520]], "lowdin_charge": [-0.141, -0.935, 0.730, 0.221, 0.051, 0.074], "total_charge": 0, "homo_ev": [-9.372, -9.372], "homo_lumo_gap_ev": [7.596, 7.597]}


No. 10
{"formula": "C2H2BrI", "method": "wB97M-V/def2-TZVPD", "symbols": ["C", "C", "Br", "H", "I", "H"], "xyz": [[-1.795, -1.339, -0.543], [-0.814, -0.770, -0.994], [0.830, -0.239, -1.559], [-2.702, -1.721, -0.201], [2.881, 1.652, 1.496], [1.600, 2.417, 1.801]], "forces_ev_per_angstrom": [[2.3672, 1.6718, -1.2262], [-0.9922, -1.2800, 0.7620], [-0.6336, -0.0231, 0.1137], [-0.7643, -0.3805, 0.3276], [1.7352, -0.9989, -0.3688], [-1.7123, 1.0107, 0.3917]], "lowdin_charge": [0.015, -0.738, 0.697, 0.007, 0.434, -0.414], "total_charge": 0, "homo_ev": -9.809, "homo_lumo_gap_ev": 10.382, "smiles": "C#CBr.I"}


No. 11
{"formula": "C2H2BrIO", "method": "wB97M-V/def2-TZVPD", "symbols": ["C", "C", "O", "Br", "I", "H", "H"], "xyz": [[0.671, 0.018, 0.258], [-0.668, -0.265, -0.170], [1.484, 1.823, 0.005], [-1.486, 1.133, -1.239], [2.012, -1.120, 1.215], [-1.320, -0.406, 0.701], [-0.693, -1.184, -0.770]], "forces_ev_per_angstrom": [[3.7214, 6.6534, -0.5365], [-0.7033, -0.1640, -0.4016], [-2.9177, -6.2843, 0.8302], [0.1237, -0.1544, 0.1297], [-0.4140, -0.0386, -0.1651], [0.1879, -0.0790, -0.0329], [0.0021, 0.0669, 0.1763]], "lowdin_charge": [-0.732, -0.730, -0.388, 0.672, 1.017, 0.084, 0.077], "total_charge": 0, "homo_ev": [-9.297, -9.381], "homo_lumo_gap_ev": [7.275, 7.385]}


No. 12
{"formula": "C2H2BrN3", "method": "wB97M-V/def2-TZVPD", "symbols": ["C", "C", "N", "N", "N", "Br", "H", "H"], "xyz": [[-0.086, 1.303, -0.262], [1.558, -0.367, 0.195], [-1.057, 1.899, -0.504], [1.039, 0.746, 0.114], [2.343, -1.274, 0.383], [-3.573, -0.675, 0.377], [2.433, -2.101, -0.174], [-2.656, 0.470, -0.129]], "forces_ev_per_angstrom": [[2.2175, -1.6273, 0.0556], [-2.1837, -2.8863, -3.0326], [-0.7739, 0.4946, -0.0468], [-2.1353, 5.0123, 1.3725], [3.7558, -0.0837, 2.1125], [1.4052, 1.7175, -0.7601], [-0.8790, -0.9622, -0.4274], [-1.4066, -1.6650, 0.7263]], "lowdin_charge": [-0.272, -0.253, 0.169, 0.154, 0.186, 0.201, 0.064, -0.249], "total_charge": 0, "homo_ev": [-6.329, -10.672], "spin_multiplicity": 3, "homo_lumo_gap_ev": [6.675, 6.215]}


No. 13
{"formula": "C2H2BrNO3", "method": "wB97M-V/def2-TZVPD", "symbols": ["C", "N", "O", "Br", "H", "H", "O", "C", "O"], "xyz": [[0.455, 0.675, -1.245], [1.179, -0.281, -0.804], [1.054, -1.439, -0.858], [2.959, 0.132, 0.255], [0.649, 1.747, -1.120], [-0.670, 0.433, -1.527], [-1.682, -1.172, 2.589], [-1.881, -0.472, 1.735], [-2.064, 0.376, 0.976]], "forces_ev_per_angstrom": [[-3.0922, 1.4225, -0.1785], [1.1651, 2.0920, 0.4802], [-0.8192, -3.2351, -0.2356], [-0.6472, 0.6003, -0.5346], [0.5810, -0.9021, 0.1527], [2.7906, 0.0430, 0.3246], [0.6417, -3.1334, 2.7045], [-0.3445, 2.7031, -1.3786], [-0.2753, 0.4096, -1.3347]], "lowdin_charge": [-0.039, -0.604, -0.050, 0.478, 0.078, 0.138, 0.253, -0.448, 0.194], "total_charge": 0, "homo_ev": -10.068, "homo_lumo_gap_ev": 8.782, "smiles": "C=[N+]([O-])Br.O=C=O"}


No. 14
{"formula": "C2H2BrO2S", "method": "wB97M-V/def2-TZVPD", "symbols": ["O", "C", "O", "C", "S", "Br", "H", "H"], "xyz": [[-0.029, -1.619, 1.557], [-0.409, -1.676, 0.409], [-0.372, -2.512, -0.507], [-0.945, -0.214, -0.191], [0.406, 1.416, 0.285], [-2.672, 0.357, 0.134], [-0.725, -0.214, -1.171], [1.050, 0.420, 0.814]], "forces_ev_per_angstrom": [[0.3056, -0.5563, 1.4820], [-0.0895, 1.5772, -1.7049], [-0.3391, 0.0913, 0.4713], [2.3670, 0.7087, 2.9111], [-2.1237, -1.3786, -0.7898], [-1.3116, 0.1939, 0.2811], [0.1817, 0.0060, -3.4458], [1.0096, -0.6422, 0.7948]], "lowdin_charge": [-0.045, -0.815, -0.054, -0.845, 0.453, 0.613, -0.053, -0.254], "total_charge": -1, "homo_ev": -4.739, "homo_lumo_gap_ev": 8.007, "smiles": "O=C([O-])[C@H](S)Br"}


No. 15
{"formula": "C2H2Ce", "method": "wB97M-V/def2-TZVPD", "symbols": ["H", "C", "C", "H", "Ce"], "xyz": [[1.749, -0.236, -1.595], [1.608, -0.076, -0.451], [1.951, -1.244, -0.313], [2.061, -2.309, -0.160], [-1.276, -0.087, 0.423]], "forces_ev_per_angstrom": [[-0.0491, 0.8444, 0.3638], [-0.9558, 0.3627, -1.0162], [-0.3013, -1.6305, 0.8772], [0.6622, 0.1633, -0.0745], [0.6439, 0.2602, -0.1502]], "lowdin_charge": [0.145, -0.148, 0.113, 0.102, 1.788], "total_charge": 2, "homo_ev": [-16.944, -19.936], "spin_multiplicity": 3, "homo_lumo_gap_ev": [7.077, 10.090]}


No. 16
{"formula": "C2H2CeO2", "method": "wB97M-V/def2-TZVPD", "symbols": ["H", "O", "C", "C", "O", "H", "Ce"], "xyz": [[1.042, 0.337, -1.247], [-0.437, 1.105, 0.099], [0.681, 0.380, -0.165], [0.377, -1.108, -0.085], [-0.710, -1.539, 0.199], [1.554, 0.560, 0.492], [-2.507, 0.266, 0.707]], "forces_ev_per_angstrom": [[-0.2934, 1.0298, 0.9089], [-4.3054, -0.9582, 1.2328], [1.7892, -1.6419, -1.3550], [-0.8417, -0.0208, 0.8487], [-0.5466, 0.7547, 0.0531], [-0.3193, 0.2239, -0.3285], [4.5172, 0.6125, -1.3600]], "lowdin_charge": [0.183, -0.331, -0.261, 0.045, -0.019, 0.169, 2.214], "total_charge": 2, "homo_ev": [-17.572, -19.681], "spin_multiplicity": 3, "homo_lumo_gap_ev": [5.859, 8.762]}


No. 17
{"formula": "C2H2Cl2", "method": "wB97M-V/def2-TZVPD", "symbols": ["C", "C", "Cl", "Cl", "H", "H"], "xyz": [[-0.889, 0.626, -0.089], [-3.491, -0.118, 0.854], [-3.146, 1.264, 0.099], [-3.371, -1.355, -0.242], [-0.622, 0.615, -1.168], [-0.443, 1.595, 0.307]], "forces_ev_per_angstrom": [[1.3194, 0.0761, 0.6196], [-0.9076, -2.1147, 1.7366], [0.8836, 3.5016, -1.4501], [-0.0013, -1.2587, -0.4487], [-0.5877, 0.3710, 0.0000], [-0.7063, -0.5753, -0.4573]], "lowdin_charge": [-0.070, -1.037, 0.640, 0.583, -0.064, -0.052], "total_charge": 0, "homo_ev": -9.074, "homo_lumo_gap_ev": 7.737}


No. 18
{"formula": "C2H2Cl2F3P", "method": "wB97M-V/def2-TZVPD", "symbols": ["C", "C", "F", "F", "F", "P", "Cl", "Cl", "H", "H"], "xyz": [[1.009, -0.182, 0.588], [1.407, 1.010, -0.219], [-0.357, -0.443, 0.352], [1.948, 2.089, 0.402], [2.070, 0.762, -1.376], [-2.842, -0.481, -1.430], [-3.084, 0.559, 0.226], [-2.837, -2.354, -0.755], [1.516, -1.043, 0.515], [1.169, 0.083, 1.698]], "forces_ev_per_angstrom": [[-2.1296, 3.8461, 2.7944], [1.1491, 0.1880, -0.7130], [0.9421, -0.0345, 0.2609], [-0.5086, -1.2603, -0.5083], [-0.5384, 0.3204, 1.0366], [0.1208, 0.2699, -1.4858], [-0.3669, 0.7945, 1.1065], [-0.0007, -0.9970, 0.3315], [2.0060, -3.0941, -1.2916], [-0.6738, -0.0331, -1.5314]], "lowdin_charge": [-0.103, -0.216, -0.157, 0.079, 0.079, -0.061, 0.086, 0.055, 0.081, 0.157], "total_charge": 0, "homo_ev": [-9.491, -7.975], "homo_lumo_gap_ev": [8.569, 7.488]}


No. 19
{"formula": "C2H2Cl2O2", "method": "wB97M-V/def2-TZVPD", "symbols": ["C", "C", "O", "O", "Cl", "Cl", "H", "H"], "xyz": [[0.062, -0.713, 0.302], [0.117, 0.428, -0.566], [-0.501, -0.746, 1.405], [-1.189, 0.273, 1.817], [-0.491, -0.006, -2.135], [1.863, 1.052, -0.768], [0.429, -1.641, 0.108], [-0.289, 1.353, -0.163]], "forces_ev_per_angstrom": [[-0.1807, 0.6620, 0.7460], [1.4637, 2.3078, -0.7536], [-0.3152, -0.7713, 0.5031], [-0.7500, 1.5205, 0.8016], [-0.4205, -0.0424, -0.3557], [-0.5464, -0.7640, 0.2550], [1.5179, -2.2920, -1.1563], [-0.7687, -0.6206, -0.0402]], "lowdin_charge": [-0.231, -1.012, -0.038, -0.102, 0.665, 0.533, 0.117, 0.066], "total_charge": 0, "homo_ev": [-9.956, -9.958], "homo_lumo_gap_ev": [8.881, 8.883]}


No. 20
{"formula": "C2H2Cl2O2S", "method": "wB97M-V/def2-TZVPD", "symbols": ["O", "S", "O", "C", "C", "Cl", "Cl", "H", "H"], "xyz": [[-2.641, 1.383, 0.497], [-1.739, 0.272, 0.404], [-2.224, -1.091, 0.438], [-0.325, 0.577, -0.489], [0.846, -0.679, -0.397], [2.367, -0.183, -0.942], [0.697, -1.357, 1.253], [0.135, 1.457, -0.239], [0.492, -1.390, -1.204]], "forces_ev_per_angstrom": [[0.3063, -0.2493, 0.5110], [0.3610, -0.2879, -2.5288], [0.5185, 1.2349, 0.2395], [0.3141, -4.6632, 1.4424], [-4.8837, 0.5796, -1.2308], [1.3574, 0.7515, 0.1442], [1.0327, -0.2771, -0.4901], [0.7305, 2.6143, 0.3180], [0.2631, 0.2973, 1.5946]], "lowdin_charge": [-0.308, 0.752, -0.331, -0.242, -1.177, 0.649, 0.574, 0.013, 0.071], "total_charge": 0, "homo_ev": [-10.142, -10.141], "homo_lumo_gap_ev": [8.590, 8.589], "smiles": "O=S(=O)=CC(Cl)Cl"}